# 1
The following is a quantum chemistry calculation of 2 unconnected molecules or ions with the total composition C3H10N3, from the OMol25 dataset.

The geometry in XYZ format:
```
16
Properties=species:S:1:pos:R:3:forces:R:3:mulliken_spin:R:1
C 0.082603 1.758208 -1.153374 -0.22 0.12 0.22 0.0016
C -1.396753 0.129184 -2.167980 -0.14 0.01 -0.06 0.0006
N -0.730512 0.531305 -1.163919 0.30 -0.25 -0.20 0.0032
H 1.094607 1.507441 -0.845165 0.05 -0.01 -0.14 -0.0002
H -0.348188 2.457586 -0.437716 -0.03 -0.02 0.00 -0.0004
H 0.069472 2.204971 -2.142934 0.10 -0.02 -0.01 0.0001
H -1.407630 0.719019 -3.077655 -0.04 0.04 0.00 0.0003
H -1.957773 -0.797720 -2.123688 0.02 0.01 0.04 0.0000
H -0.677371 -0.074049 -0.325696 -0.30 0.66 -0.41 -0.0089
N 1.296238 -0.657121 2.598017 0.40 0.65 -1.81 0.3116
C 0.732348 -1.514338 1.797333 0.43 -0.42 0.91 -0.0691
N -0.406817 -1.219370 1.144906 0.23 -0.49 0.00 0.7788
H 0.967941 0.309931 2.568350 -0.19 -0.07 0.67 -0.0007
H 2.292534 -0.788670 2.785775 -0.21 -0.15 0.80 -0.0058
H 1.243713 -2.475408 1.713051 -0.21 -0.09 -0.21 0.0084
H -0.854411 -2.090969 0.830695 -0.21 0.04 0.23 -0.0196
```
Positions in Å, forces in eV/Å.

⟨S²⟩: 0.77
Total charge: +2
HOMO-LUMO gap (spin up / spin down), eV: 12.3 / 8.0
2S+1: 2
LUMO energy (spin up / spin down), eV: -8.68 / -12.95
ΔE to the lowest compared entry with this formula, charge and spin, kcal per mole: 36.1



# 2
The following is a quantum chemistry calculation of 2 unconnected molecules or ions with the total composition C3H10N3O, from the OMol25 dataset.

The geometry in XYZ format:
```
17
Properties=species:S:1:pos:R:3:forces:R:3:lowdin_charge:R:1
C -0.190131 1.795047 1.301524 -0.68 -0.49 0.20 -0.1804
C -0.844594 1.320187 0.234961 0.38 -0.28 -0.64 -0.0893
N -0.056296 0.594842 -0.788909 0.50 -0.38 0.45 0.1594
N -0.757880 2.451344 2.358891 0.32 -0.45 0.03 0.0919
H 0.869132 1.575809 1.389695 0.09 0.33 -0.02 0.1322
H -1.886255 1.306598 -0.042615 -0.12 0.36 0.47 0.1220
H 0.943190 0.715719 -0.616254 0.05 0.06 -0.01 0.1553
H -0.214472 -0.444198 -0.763595 -0.09 0.38 -0.35 0.1068
H -0.203025 0.917219 -1.742742 -0.24 0.11 -0.13 0.1682
H -1.745632 2.301761 2.463185 -0.32 0.24 -0.04 0.1064
H -0.286660 2.319374 3.244121 0.10 0.25 -0.14 0.1111
C 1.372137 -2.354411 -1.159802 0.55 -0.39 0.53 -0.4127
N -0.013895 -2.339024 -1.174781 -0.43 -0.18 -0.34 0.0766
O 2.068368 -2.266606 -2.125808 -0.08 0.23 -0.32 0.0780
H 1.791730 -2.429228 -0.137477 -0.08 0.05 -0.04 0.1386
H -0.438945 -2.795635 -0.381198 -0.06 -0.12 0.12 0.1070
H -0.406779 -2.668804 -2.059190 0.08 0.26 0.22 0.1289
```
Positions in Å, forces in eV/Å.

Total charge: +1
HOMO-LUMO gap, eV: 10.1
2S+1: 1
LUMO energy, eV: -3.15
ΔE to the lowest compared entry with this formula, charge and spin, kcal per mole: 49.2



# 3
The following is a quantum chemistry calculation of a molecular structure, C3H10N3O, from the OMol25 dataset.

The geometry in XYZ format:
```
17
Properties=species:S:1:pos:R:3:forces:R:3:lowdin_charge:R:1
C -0.792169 0.620513 -1.121869 2.72 -3.87 -2.02 -0.3269
C 1.195731 -0.231411 0.705913 0.51 -0.27 0.26 -0.5631
C -1.601679 -0.504039 -0.545435 -1.21 -0.76 0.19 -0.0293
N -1.148953 1.842519 -1.112706 -2.12 4.43 -0.60 0.1414
N 1.841199 0.120239 1.814865 0.57 1.18 1.28 0.2090
N 1.345090 -1.537889 0.405282 -3.28 0.98 -4.85 0.2113
O 0.560710 0.608319 0.036774 0.96 0.39 0.83 0.0189
H -1.283156 -0.698672 0.499314 -0.84 0.50 -0.45 0.0922
H -1.434539 -1.519495 -1.028713 -0.27 1.55 0.02 0.1072
H -2.687580 -0.210929 -0.645645 1.03 -0.70 0.42 0.1138
H -0.708657 2.622391 -1.695753 -0.71 -1.95 1.19 0.1837
H -1.988149 2.152828 -0.563760 1.36 -0.51 -0.67 0.1653
H 2.521921 -0.468780 2.231243 0.34 -0.86 0.06 0.1149
H 1.915450 1.041142 2.235506 -0.65 0.02 -0.88 0.1428
H 0.698956 -1.965777 -0.346285 1.77 1.07 1.84 0.1660
H 1.646587 -2.129049 1.076516 1.12 -2.28 2.41 0.0724
H -0.080764 0.258091 -1.945250 -1.31 1.09 0.96 0.1803
```
Positions in Å, forces in eV/Å.

Total charge: +1
HOMO-LUMO gap, eV: 12.0
2S+1: 1
LUMO energy, eV: -2.73
ΔE to the lowest compared entry with this formula, charge and spin, kcal per mole: 40.2



# 4
The following is a quantum chemistry calculation of 2 unconnected molecules or ions with the total composition C3H10N3Si, from the OMol25 dataset.

The geometry in XYZ format:
```
17
Properties=species:S:1:pos:R:3:forces:R:3:mulliken_spin:R:1
C -1.052934 1.438395 1.054109 -2.90 0.56 1.39 0.0081
C -2.829197 -0.033005 -1.179600 -0.20 -1.16 1.44 0.0009
C -0.279601 -1.584061 0.451083 -1.67 0.46 -1.85 0.0231
N 5.355626 -0.132447 -0.373574 4.79 -7.26 -0.86 0.8095
N 3.062971 0.063641 -0.392552 -6.86 -1.53 -0.26 0.9598
N 4.213714 0.083813 -0.360729 0.25 5.34 0.73 0.1834
Si -1.413451 -0.071461 0.123904 0.25 -0.46 -1.53 0.0039
H -1.872438 2.233209 0.854578 1.30 -1.29 0.48 -0.0003
H -1.097462 1.114471 2.158170 0.19 0.70 -1.38 0.0004
H -0.117638 1.889155 0.844640 1.17 0.24 -0.15 -0.0055
H -2.880898 0.683867 -1.970403 0.91 0.88 -0.45 0.0003
H -2.943169 -1.014567 -1.683666 -0.06 0.40 0.59 -0.0001
H -3.769676 0.246525 -0.635798 0.58 -0.63 -0.05 0.0004
H -0.521790 -2.259189 -0.512485 0.97 1.12 2.47 0.0006
H 0.780735 -1.157074 0.487159 -1.29 -0.92 0.05 -0.0090
H -0.691405 -2.016105 1.415668 0.91 0.11 -1.09 -0.0002
H 6.056613 0.514828 -0.280499 1.66 3.44 0.45 0.0246
```
Positions in Å, forces in eV/Å.

⟨S²⟩: 2.02
Total charge: +1
HOMO-LUMO gap (spin up / spin down), eV: 3.3 / 8.0
2S+1: 3
LUMO energy (spin up / spin down), eV: -5.26 / -5.52



# 5
The following is a quantum chemistry calculation of a gas-phase ion, C3H10N4 (charge +2), from the OMol25 dataset.

The geometry in XYZ format:
```
17
Properties=species:S:1:pos:R:3:forces:R:3:lowdin_charge:R:1
C 0.354825 0.766503 0.430900 1.60 0.49 0.91 -0.0046
C 2.774293 0.535958 0.091983 1.88 1.58 0.04 0.0635
C -3.149284 -0.091712 0.111912 -0.83 0.55 2.16 0.0535
N -0.948950 0.447861 0.514647 -2.17 -0.34 0.18 0.1846
N 1.397533 0.043752 0.036644 -1.95 1.01 0.18 -0.1392
N 1.208111 -1.119721 -0.519823 1.29 -0.57 -0.23 0.2341
N -1.793998 -0.145456 -0.187387 3.87 1.13 -0.02 0.0530
H 0.504862 1.656857 1.073368 0.61 -0.40 -0.92 0.1889
H 3.002091 1.030790 -0.931673 -0.45 -0.98 1.50 0.1680
H 2.931225 1.377593 0.892908 -0.48 -1.98 -1.33 0.1665
H 3.430450 -0.371646 0.225502 -0.48 1.22 0.08 0.1361
H -3.323347 0.429792 1.069509 0.05 0.37 -0.89 0.1555
H -3.639707 0.191292 -0.772927 -1.04 0.92 -1.00 0.1268
H -3.454951 -1.062645 0.309515 -0.80 -2.33 0.22 0.1127
H 0.284329 -1.337145 -0.788175 -0.60 -0.79 -0.19 0.1169
H 1.945517 -1.830484 -0.465838 -0.33 0.37 -0.17 0.1900
H -1.523006 -0.521590 -1.091065 -0.17 -0.28 -0.54 0.1937
```
Positions in Å, forces in eV/Å.

Total charge: +2
HOMO-LUMO gap (spin up / spin down), eV: 7.8 / 7.8
2S+1: 1
LUMO energy (spin up / spin down), eV: -11.72 / -11.72
ΔE to the lowest compared entry with this formula, charge and spin, kcal per mole: 134.0



# 6
The following is a quantum chemistry calculation of a molecular structure, C3H10N4, from the OMol25 dataset.

The geometry in XYZ format:
```
17
Properties=species:S:1:pos:R:3:forces:R:3:lowdin_charge:R:1
C 3.087233 -2.946116 0.836929 4.18 2.50 2.79 -0.1483
C -4.658639 3.783099 -0.294298 -0.90 -1.29 4.40 -0.0410
C -4.254363 3.892162 -1.607183 0.95 1.94 -3.73 0.0031
N 2.318687 -3.565905 0.076950 -2.06 -2.66 -1.03 0.2128
N -4.856177 3.527717 0.821023 0.07 0.86 -2.11 0.3887
N 3.935082 -2.564819 1.564922 -2.02 -0.36 -1.96 0.1025
N 4.761992 -1.831395 2.245855 -1.87 0.19 0.00 0.1658
H 1.521431 -0.446223 1.079039 0.79 -1.55 -1.45 0.0776
H -4.944316 4.519604 -2.350455 1.03 -1.87 1.69 0.1899
H -3.329907 4.514482 -1.613857 -0.39 -0.07 0.30 0.1370
H -3.839807 2.919563 -1.961095 -0.97 0.42 -0.03 0.1417
H 2.157335 -4.526937 0.369598 -0.29 -0.09 -0.40 0.1627
H -5.104001 3.402481 1.805159 0.10 0.09 -0.55 0.1806
H 1.811227 -1.006778 0.554052 -0.90 1.77 1.44 0.0196
H 5.705631 -1.979249 2.095557 2.12 -0.48 -0.37 0.1151
H 1.804613 -3.260265 -0.746518 0.40 0.44 0.32 0.1569
H 4.450489 -1.491880 3.126448 -0.26 0.14 0.67 0.1351
```
Positions in Å, forces in eV/Å.

Total charge: +2
HOMO-LUMO gap, eV: 10.5
2S+1: 1
LUMO energy, eV: -6.23
ΔE to the lowest compared entry with this formula, charge and spin, kcal per mole: 83.7



| no. | maximum force (eV/Å) | total energy (eV) | molecular weight (g/mol) |
| --- | --- | --- | --- |
| 1 | 2.0 | -7723.4333 | 88.13 |
| 2 | 0.9 | -9784.1656 | 104.13 |
| 3 | 5.9 | -9784.5573 | 104.13 |
| 4 | 8.7 | -15606.8253 | 116.22 |
| 5 | 4.0 | -9211.0941 | 102.14 |
| 6 | 5.6 | -9213.2778 | 102.14 |